8
Properties=species:S:1:pos:R:3 method="wB97M-V/def2-TZVPD" total_charge=-1 orbital_gap_ev=7.40 e_lumo_ev=2.63 homo_energy_ev=-4.77
C -0.33 -0.62 -0.13
O -2.88 -0.26 -1.12
O -2.48 0.10 1.43
F -0.46 -1.70 0.65
F -0.20 -1.11 -1.38
F -0.01 2.69 -0.45
P -2.02 0.11 0.02
H 0.65 -0.22 0.19

14
Properties=species:S:1:pos:R:3 method="wB97M-V/def2-TZVPD" orbital_gap_ev="5.98 / 5.97" e_lumo_ev="-0.27 / -0.27" homo_energy_ev="-6.25 / -6.24"
O -1.46 0.73 1.74
C -0.63 1.38 1.16
C -1.21 -0.43 -1.23
N -0.04 -0.46 -0.70
C 0.97 0.63 -0.66
C 0.84 0.42 0.83
C 0.35 -0.99 0.64
H -1.40 0.27 -2.04
H -1.96 -1.14 -0.88
H 0.55 1.60 -1.00
H 1.87 0.36 -1.22
H 1.59 0.73 1.56
H 1.03 -1.85 0.53
H -0.53 -1.23 1.27

58
Properties=species:S:1:pos:R:3 method="wB97M-V/def2-TZVPD" smiles="CCOc1ccc(NC(=S)N2CCC(NC(=O)C3CCCCC3)CC2)cc1" orbital_gap_ev=8.28 e_lumo_ev=0.58 homo_energy_ev=-7.70
C -4.43 -5.14 -0.03
C -4.74 -3.66 -0.12
O -3.59 -2.95 0.29
C -3.62 -1.59 0.30
C -4.71 -0.81 -0.07
C -4.62 0.57 -0.02
C -3.46 1.20 0.40
C -2.38 0.42 0.80
C -2.46 -0.96 0.75
H -1.62 -1.56 1.05
H -1.48 0.89 1.18
N -3.42 2.60 0.44
C -2.31 3.40 0.47
N -1.24 3.07 -0.27
C 0.02 3.77 -0.12
C 1.16 2.76 -0.10
H 2.11 3.28 0.02
C 1.17 1.95 -1.41
N 2.24 0.97 -1.41
C 2.36 -0.04 -0.51
O 1.53 -0.25 0.36
C 3.62 -0.88 -0.72
C 3.60 -2.14 0.15
C 3.77 -1.83 1.63
C 5.03 -1.01 1.88
C 4.99 0.27 1.07
C 4.88 -0.05 -0.42
H 4.89 0.87 -1.01
H 5.75 -0.64 -0.72
H 4.12 0.87 1.37
H 5.88 0.87 1.25
H 5.11 -0.77 2.95
H 5.91 -1.59 1.60
H 2.90 -1.27 1.97
H 3.81 -2.76 2.19
H 2.66 -2.67 -0.01
H 4.42 -2.79 -0.18
H 3.63 -1.17 -1.77
H 2.96 1.07 -2.11
C -0.20 1.28 -1.59
C -1.32 2.31 -1.51
H -2.28 1.83 -1.59
H -1.21 3.02 -2.34
H -0.24 0.78 -2.56
H -0.32 0.53 -0.81
H 1.35 2.63 -2.25
H 1.03 2.07 0.73
H -0.01 4.33 0.82
H 0.15 4.48 -0.94
S -2.38 4.79 1.38
H -4.24 3.05 0.84
H -5.48 1.17 -0.31
H -5.63 -1.26 -0.40
H -5.01 -3.39 -1.15
H -5.59 -3.41 0.53
H -3.59 -5.38 -0.67
H -4.17 -5.40 1.00
H -5.29 -5.72 -0.33

88
Properties=species:S:1:pos:R:3 method="wB97M-V/def2-TZVPD" multiplicity=5 total_charge=+4 orbital_gap_ev="8.73 / 6.83" e_lumo_ev="-10.74 / -13.77" homo_energy_ev="-19.47 / -20.61" s2=6.03
Pd 0.28 -0.97 -0.53
C 0.61 4.91 -2.80
C -0.63 4.10 -2.56
C -1.30 4.31 -1.23
O -0.27 2.63 -2.72
P 0.24 1.53 -1.79
O -0.68 1.01 -0.68
C 1.81 2.01 -1.02
P 2.57 0.71 -0.02
O 1.53 0.05 0.89
O 3.76 1.18 0.81
C 5.03 1.92 0.35
C 4.75 3.40 0.45
C 6.12 1.43 1.26
O 2.98 -0.34 -1.12
C 3.46 -1.70 -0.77
C 4.83 -1.88 -1.37
C 2.45 -2.68 -1.33
O 0.51 0.26 -2.66
C 0.74 0.23 -4.18
C 0.54 -1.19 -4.61
C 2.10 0.80 -4.47
H 0.32 5.96 -2.90
H 1.10 4.62 -3.73
H 1.31 4.85 -1.97
H -1.34 4.22 -3.38
H -0.61 4.12 -0.40
H -2.19 3.70 -1.12
H -1.60 5.36 -1.16
H 1.63 2.87 -0.37
H 2.52 2.30 -1.80
H 5.19 1.59 -0.67
H 4.38 3.66 1.44
H 4.05 3.75 -0.31
H 5.69 3.94 0.29
H 5.92 1.71 2.29
H 7.06 1.90 0.95
H 6.25 0.35 1.19
H 3.50 -1.76 0.32
H 4.80 -1.73 -2.45
H 5.19 -2.89 -1.17
H 5.54 -1.19 -0.93
H 2.35 -2.58 -2.41
H 1.40 -2.62 -0.90
H 2.74 -3.71 -1.10
H -0.06 0.87 -4.56
H 1.38 -1.82 -4.32
H 0.47 -1.22 -5.70
H -0.39 -1.61 -4.22
H 2.87 0.26 -3.93
H 2.16 1.87 -4.24
H 2.30 0.69 -5.54
N 0.64 -1.87 2.76
C -0.38 -2.58 2.34
S -1.15 -2.32 0.84
N -0.83 -3.54 3.24
C -1.67 -4.62 3.13
C -2.08 -5.19 4.39
C -2.89 -6.28 4.42
C -3.30 -6.86 3.20
C -2.88 -6.32 1.96
C -2.08 -5.22 1.91
H 1.00 -1.09 2.21
H 1.11 -2.07 3.64
H -0.47 -3.41 4.18
H -1.74 -4.73 5.31
H -3.22 -6.70 5.36
H -3.93 -7.74 3.22
H -3.19 -6.82 1.05
H -1.72 -4.85 0.97
C -5.08 0.50 2.88
C -5.08 1.27 1.56
C -5.27 2.77 1.78
C -6.12 0.72 0.59
N -3.76 1.08 0.88
N -2.61 1.00 1.53
H -6.10 0.49 3.26
H -4.46 0.98 3.64
H -4.76 -0.53 2.74
H -6.22 2.93 2.30
H -5.31 3.32 0.84
H -4.48 3.19 2.41
H -7.11 0.93 0.97
H -6.03 -0.36 0.46
H -6.05 1.20 -0.39
H -3.70 1.04 -0.13
H -2.64 1.35 2.48
H -1.78 1.19 0.97